Record 1
Entry from the OMol25 dataset: a structure of composition C21H35AuBN7O7P2 (the ωB97M-V functional and the def2-TZVPD basis).

## Properties
- Molar mass: 767.28 u
- E_HOMO: -7.670 eV
- Relative energy (zero: lowest compared OMol25 entry of this formula, charge and spin): 0.069 eV
- Kohn-Sham gap: 0.2356 Eh
- Multiplicity: 1

Positions of all 74 atoms, in Å:
1 Au 1.5171 0.9087 -0.5134
2 O 3.9956 1.3239 -2.6621
3 P 2.5640 1.4187 -3.3800
4 O 2.5204 1.0933 -4.7965
5 O 1.6723 0.5388 -2.4480
6 O 2.1119 2.9338 -3.0844
7 P 2.5132 3.7359 -1.7450
8 O 1.4139 4.8911 -1.7240
9 O 3.8873 4.2437 -1.7923
10 O 2.1167 2.8137 -0.5804
11 H 4.5807 2.0650 -2.8819
12 H 1.8167 5.7327 -1.9770
13 C -3.5317 -0.5660 0.8255
14 N -3.2000 0.8365 0.9444
15 C -4.3460 1.6903 1.1936
16 C -1.9952 1.3616 0.5312
17 N -1.1893 0.8128 -0.3365
18 C -1.6964 0.0443 -1.3827
19 C -2.8059 0.4800 -2.0780
20 C -3.3769 -0.2632 -3.1199
21 C -2.8331 -1.4602 -3.4752
22 C -1.6619 -1.9285 -2.8341
23 C -1.1155 -3.1685 -3.2476
24 C 0.0343 -3.6437 -2.6994
25 C 0.6997 -2.8722 -1.7341
26 C 0.1876 -1.6828 -1.2731
27 N 0.9946 -1.0070 -0.3137
28 C 1.6308 -1.7060 0.6398
29 N 0.9435 -2.5506 1.4181
30 C -0.4894 -2.3902 1.5930
31 C 1.5298 -3.7506 1.9881
32 N 2.9458 -1.5333 0.8593
33 C 3.5051 -1.5187 2.2047
34 C 3.8580 -1.1380 -0.2079
35 C -1.0438 -1.1678 -1.7989
36 N -1.6502 2.5323 1.1307
37 C -1.9283 2.8095 2.5286
38 C -0.7492 3.4695 0.4858
39 H -3.9911 -0.9052 1.7579
40 H -2.6429 -1.1565 0.6388
41 H -4.2313 -0.7443 0.0024
42 H -5.1499 1.4310 0.4965
43 H -4.0828 2.7327 1.0407
44 H -4.7248 1.5680 2.2120
45 H -3.2447 1.4295 -1.7946
46 H -4.2515 0.1178 -3.6317
47 H -3.2644 -2.0590 -4.2670
48 H -1.6271 -3.7192 -4.0270
49 H 0.4641 -4.5803 -3.0289
50 H 1.6639 -3.2029 -1.3650
51 H -0.7476 -1.3468 1.4310
52 H -0.7434 -2.6539 2.6190
53 H -1.0468 -3.0229 0.8957
54 H 2.5250 -3.9111 1.5831
55 H 0.9040 -4.6048 1.7224
56 H 1.5874 -3.6816 3.0760
57 H 4.1824 -2.3597 2.3676
58 H 2.7069 -1.5375 2.9423
59 H 4.0650 -0.5910 2.3339
60 H 3.3772 -1.2375 -1.1780
61 H 4.7331 -1.7897 -0.1771
62 H 4.1909 -0.1049 -0.0852
63 H -2.3917 1.9489 3.0017
64 H -2.5776 3.6828 2.6411
65 H -0.9897 3.0101 3.0509
66 H -0.6837 3.2542 -0.5768
67 H 0.2539 3.4318 0.9120
68 H -1.1404 4.4815 0.6163
69 B 0.3895 0.3147 3.9134
70 C 0.9440 0.7835 2.5177
71 N 1.3375 1.0565 1.4676
72 H 0.5617 1.1951 4.7181
73 H -0.7857 0.0782 3.7264
74 H 1.0045 -0.6966 4.1897

These are the Löwdin partial charges, in e, on atoms 1 to 6:
1. Au 1.362
2. O -0.139
3. P 0.231
4. O -0.230
5. O -0.382
6. O -0.241



Record 2
Entry from the OMol25 dataset: a structure of composition C21H35BCaO2P2 in a non-equilibrium geometry (the ωB97M-V functional and the def2-TZVPD basis).

## Properties
- Molar mass: 432.35 u
- E_HOMO (alpha / beta): -3.797 / -4.072 eV
- Kohn-Sham gap (alpha / beta): 0.1528 / 0.1547 Eh
- Multiplicity: 1

Positions of all 62 atoms, in Å:
1 P 0.1845 -2.0605 0.3223
2 P -0.2525 1.2668 1.1037
3 C -0.2284 -0.8146 -0.9483
4 C 0.1986 0.6209 -0.6372
5 H -1.3181 -0.8418 -1.0692
6 H 0.2307 -1.1582 -1.8878
7 H 1.2896 0.7417 -0.7675
8 H -0.1974 1.2629 -1.4512
9 C -1.9001 1.9192 0.8179
10 H -2.2287 2.4768 1.7071
11 H -2.5745 1.0641 0.6555
12 H -1.9791 2.5707 -0.0670
13 C 0.8482 2.7296 0.9880
14 H 0.5477 3.3992 0.1747
15 H 1.9015 2.4755 0.7690
16 H 0.8218 3.3265 1.9023
17 C -0.9210 -3.4039 -0.0562
18 H -0.8456 -4.1217 0.7835
19 H -0.6623 -3.9038 -1.0117
20 H -1.9610 -3.0246 -0.0432
21 C 1.8102 -2.6490 -0.2112
22 H 2.5627 -1.8259 -0.2068
23 H 1.7240 -3.0819 -1.2289
24 H 2.1017 -3.4329 0.5148
25 Ca 1.7993 -0.4051 1.7872
26 C 0.6887 1.2701 -4.0947
27 C -0.6528 1.2888 -3.9276
28 C -1.5845 0.6130 -4.8726
29 C -1.2352 -0.8356 -5.3193
30 C -0.5291 -1.6514 -4.2763
31 C 0.7800 -1.6734 -4.0972
32 C 1.7390 -0.8970 -4.9398
33 C 1.3664 0.5701 -5.2350
34 C -0.0107 -1.3655 3.4380
35 H 1.3570 1.7870 -3.4182
36 H -1.0985 1.9428 -3.1883
37 H -1.6739 1.2488 -5.7655
38 H -2.5883 0.5599 -4.4327
39 H -2.1840 -1.3447 -5.5234
40 H -0.6980 -0.8281 -6.2765
41 H -1.2085 -2.2529 -3.6575
42 H 1.2375 -2.4258 -3.4324
43 H 1.8400 -1.4434 -5.8893
44 H 2.7388 -0.8813 -4.4898
45 H 2.3024 1.1167 -5.4290
46 H 0.7931 0.6486 -6.1709
47 H 0.4497 -1.5783 4.4306
48 H 0.6549 -2.0588 2.7621
49 H -1.0112 -1.8680 3.3653
50 O -1.3655 0.9315 3.9408
51 B -0.1907 0.3846 3.1208
52 O 1.0001 1.1300 3.8708
53 C 0.4961 1.4417 5.1273
54 C 1.2157 1.6783 6.2973
55 C 0.5154 1.6054 7.5055
56 C -0.8691 1.3448 7.5248
57 C -1.5986 1.1922 6.3642
58 C -0.9033 1.2323 5.1512
59 H 2.2708 1.9043 6.2485
60 H 1.0580 1.7087 8.4391
61 H -1.3734 1.3181 8.5099
62 H -2.6800 1.0563 6.3997

These are the Löwdin partial charges, in e, on atoms 1 to 6:
1. P 0.741
2. P 0.814
3. C -0.418
4. C -0.413
5. H 0.085
6. H 0.041



Record 3
Entry from the OMol25 dataset: a structure of composition C21H35F3GeInNO2SSi3 in a non-equilibrium geometry (the ωB97M-V functional and the def2-TZVPD basis).

## Properties
- Molar mass: 694.26 u
- Total charge: +1
- E_HOMO (alpha / beta): -11.091 / -11.101 eV
- Kohn-Sham gap (alpha / beta): 0.2940 / 0.1748 Eh
- Multiplicity: 2

Positions of all 68 atoms, in Å:
1 In -1.2620 0.3746 -1.0410
2 C 0.2826 1.8156 -3.8770
3 C 1.1031 0.5997 -3.6118
4 C 1.6167 -0.1549 -4.6869
5 C 2.3774 -1.2596 -4.4296
6 C 2.6186 -1.6340 -3.0898
7 C 3.3566 -2.7809 -2.7434
8 C 3.4806 -3.1539 -1.4327
9 C 2.8725 -2.3980 -0.4237
10 C 2.1805 -1.2528 -0.7281
11 S 1.3357 -0.4145 0.5804
12 C 2.0295 -0.8356 -2.0715
13 N 1.3098 0.2730 -2.3531
14 H 0.6325 2.3308 -4.7673
15 H 0.3146 2.4840 -3.0219
16 H -0.7545 1.5122 -4.0414
17 H 1.3873 0.1491 -5.6958
18 H 2.7835 -1.8619 -5.2278
19 H 3.7901 -3.3780 -3.5298
20 H 4.0220 -4.0474 -1.1670
21 H 2.9283 -2.7250 0.6029
22 F -1.2105 -1.4395 -3.2550
23 C -1.4247 -2.4954 -2.4058
24 F -0.4489 -2.3428 -1.4548
25 F -1.1232 -3.5881 -3.0834
26 C -2.8843 -2.3900 -1.6950
27 O -3.6139 -3.3294 -1.8058
28 O -2.9783 -1.2897 -1.1122
29 C 5.3389 3.2958 0.4303
30 Si 4.4610 1.8976 -0.5276
31 C 3.9797 2.5018 -2.2707
32 C 5.5458 0.3331 -0.5812
33 Ge 2.4118 1.5525 0.8916
34 Si 0.6300 3.4025 1.1072
35 C 1.6488 4.7390 2.0108
36 C -0.9980 2.9953 2.0125
37 C 0.2789 3.9581 -0.6915
38 Si 2.7508 0.8194 3.4915
39 C 0.9706 0.7243 4.1555
40 C 3.8069 2.2246 4.2305
41 C 3.6532 -0.8576 3.4493
42 H 6.3348 3.4620 0.0322
43 H 5.4449 3.0574 1.4845
44 H 4.7988 4.2351 0.3551
45 H 4.8692 2.6800 -2.8693
46 H 3.4227 3.4335 -2.2280
47 H 3.3732 1.7731 -2.7987
48 H 6.3106 0.4346 -1.3448
49 H 4.9703 -0.5576 -0.8132
50 H 6.0501 0.1711 0.3666
51 H 1.8152 4.4791 3.0503
52 H 1.1438 5.6989 1.9941
53 H 2.6192 4.8704 1.5422
54 H -0.8565 2.8933 3.0824
55 H -1.4541 2.0773 1.6458
56 H -1.7129 3.7995 1.8577
57 H 1.1312 3.7495 -1.3348
58 H 0.0848 5.0275 -0.7368
59 H -0.5940 3.4459 -1.0963
60 H 0.5981 1.6993 4.4537
61 H 0.9176 0.0768 5.0266
62 H 0.3013 0.3153 3.4033
63 H 3.4393 3.2078 3.9574
64 H 4.8396 2.1531 3.9048
65 H 3.8017 2.1603 5.3144
66 H 2.9496 -1.6696 3.2918
67 H 4.1697 -1.0443 4.3871
68 H 4.3930 -0.8955 2.6548

These are the Löwdin partial charges, in e, on atoms 1 to 6:
1. In 0.997
2. C -0.030
3. C -0.358
4. C 0.009
5. C 0.032
6. C -0.138



Record 4
Entry from the OMol25 dataset: a cluster of 6 separate species, C21H35N2O15 in total (the ωB97M-V functional and the def2-TZVPD basis).

## Properties
- Molar mass: 555.51 u
- Total charge: +1
- E_HOMO: -12.029 eV
- Kohn-Sham gap: 0.3554 Eh
- Multiplicity: 1

Positions of all 73 atoms, in Å:
1 C -1.9664 1.1857 -1.2300
2 N -0.7904 1.1576 -2.1040
3 C 0.2445 0.2588 -1.6151
4 C 0.9508 0.6781 -0.3338
5 C 1.6918 2.0007 -0.2674
6 C 2.0606 2.0607 1.2142
7 C 0.7337 1.7158 1.8831
8 N 0.0620 0.7616 0.9093
9 H -2.8935 1.1509 -1.7944
10 H -1.9895 2.1166 -0.6433
11 H -1.9618 0.3210 -0.5585
12 H -1.0695 0.8265 -3.0194
13 H -0.1232 -0.7734 -1.4734
14 H 1.0399 0.2130 -2.3639
15 H 1.6656 -0.1100 -0.0714
16 H 2.5413 2.0062 -0.9476
17 H 1.0323 2.8351 -0.5215
18 H 2.8275 1.3090 1.4180
19 H 2.4273 3.0280 1.5460
20 H 0.0996 2.5989 1.9380
21 H 0.7740 1.2634 2.8710
22 H -0.8524 1.1271 0.6444
23 H -0.1141 -0.1759 1.2881
24 C 5.7475 6.3234 3.6493
25 C 4.5731 5.7266 4.4082
26 O 3.9140 4.9576 3.3869
27 C 4.8074 4.6843 2.4085
28 O 4.5975 3.9411 1.4995
29 O 5.9485 5.3598 2.6032
30 H 6.6608 6.4062 4.2296
31 H 5.5054 7.2822 3.1909
32 H 4.8924 5.0472 5.1988
33 H 3.8757 6.4590 4.8024
34 C 3.4758 -0.9955 2.8436
35 C 4.9180 -0.5236 2.7523
36 O 5.5661 -1.4051 3.6708
37 C 4.8322 -2.5318 3.8074
38 O 5.1725 -3.5190 4.3572
39 O 3.6140 -2.3680 3.1971
40 H 2.9394 -0.9212 1.8975
41 H 2.9189 -0.4777 3.6284
42 H 5.3427 -0.6766 1.7588
43 H 5.0761 0.5029 3.0697
44 C -3.7742 -1.5824 -6.0571
45 C -2.3755 -1.4825 -5.4685
46 O -2.4734 -0.3031 -4.6469
47 C -3.7813 -0.0992 -4.3479
48 O -4.1681 0.6883 -3.5412
49 O -4.5622 -0.9173 -5.0584
50 H -4.1408 -2.5978 -6.1694
51 H -3.8755 -1.0357 -6.9944
52 H -2.1400 -2.3297 -4.8239
53 H -1.5900 -1.3350 -6.2031
54 C -5.9105 -2.1063 -2.2082
55 C -6.9758 -2.6300 -1.2585
56 O -7.5524 -3.7007 -2.0149
57 C -6.6620 -4.1168 -2.9426
58 O -6.7761 -5.0848 -3.6177
59 O -5.6082 -3.2637 -2.9939
60 H -5.0010 -1.7676 -1.7180
61 H -6.2871 -1.3205 -2.8640
62 H -6.5509 -3.0423 -0.3419
63 H -7.7520 -1.9099 -1.0176
64 C 0.4325 -2.9979 1.8131
65 C 0.0379 -3.9198 0.6716
66 O -1.3010 -3.4859 0.3742
67 C -1.4800 -2.2458 0.8249
68 O -2.4180 -1.5481 0.6017
69 O -0.3963 -1.8404 1.5574
70 H 1.4799 -2.7158 1.8119
71 H 0.1643 -3.3955 2.7907
72 H 0.6492 -3.7684 -0.2184
73 H 0.0201 -4.9729 0.9320

These are the Löwdin partial charges, in e, on atoms 1 to 6:
1. C -0.099
2. N -0.066
3. C -0.182
4. C -0.243
5. C -0.109
6. C -0.149